[1]
5
Properties=species:S:1:pos:R:3:forces:R:3:nbo_charge:R:1 method="wB97M-V/def2-TZVPD" energy_ha=-715.41853 largest_force_ev_per_a=4.5 homo_ev="-8.67 / -8.67" de_lowest_kcal_mol=49.4 charge=0 orbital_gap_ev="8.3 / 8.3"
O 0.4604 0.4536 1.0997 -0.5 0.7 2.1 -1.03
P 0.7340 -0.0424 -0.3471 0.8 -3.6 -2.7 0.84
I -1.3480 0.6349 -1.3691 -0.5 0.1 -0.4 -0.17
H -0.2083 1.1527 1.0738 -0.1 -0.1 0.5 0.52
H 0.3619 -2.1988 -0.4573 0.3 2.9 0.4 -0.15

***

[2]
39
Properties=species:S:1:pos:R:3:forces:R:3:mulliken_spin:R:1 method="wB97M-V/def2-TZVPD" energy_ha=-2462.11001 largest_force_ev_per_a=4.3 homo_ev="-18.28 / -18.71" spin_multiplicity=5 charge=+3 orbital_gap_ev="7.6 / 5.1"
I 5.5943 0.6361 -1.9359 1.3 1.5 0.0 1.52
I 4.2143 -1.7711 -1.7570 -0.6 -1.8 0.1 1.33
Pd 0.7370 -0.5577 -1.3288 -0.1 1.5 -1.6 0.09
P -0.2346 -0.1885 -3.4513 -1.0 -0.2 -2.0 -0.01
C 0.7961 -0.1210 -5.0042 0.4 0.0 1.0 0.00
C -1.1984 -1.7102 -3.6649 0.0 0.0 0.6 0.00
H -1.7184 1.4724 -2.5641 0.0 0.1 -0.4 0.00
H -1.7694 1.4678 -4.3774 0.3 -0.2 0.2 0.00
H -0.3689 2.1902 -3.4947 -0.3 -0.2 -0.1 0.00
C -1.1276 1.3913 -3.4852 0.1 -0.1 0.7 0.00
H -1.8094 -1.8378 -2.7589 0.0 -0.1 -0.6 0.00
H -1.8168 -1.6621 -4.5735 0.2 0.1 0.2 0.00
H 0.1471 -0.1393 -5.9006 0.2 -0.1 0.6 0.00
H 1.4649 -1.0014 -4.9820 -0.3 0.4 -0.3 0.00
H -0.4711 -2.5371 -3.7299 -0.3 0.2 -0.1 0.00
H 1.3960 0.8084 -4.9807 -0.4 -0.5 -0.3 0.00
C 1.9330 0.4135 -2.4403 3.6 2.1 -0.9 0.04
O 2.6949 1.1471 -2.9337 -3.2 -2.3 1.6 -0.01
Cl -1.5032 -0.4101 -0.6358 0.2 -0.4 0.5 0.02
C -0.3468 2.5216 4.3009 -0.3 0.1 0.3 0.00
C -0.2892 1.8336 2.9472 -1.0 0.6 -0.1 0.00
N 0.8947 0.9482 2.7329 0.5 0.0 -2.5 0.04
C 0.7417 -0.0818 1.8338 1.7 2.9 2.1 -0.06
S 1.9873 -0.3573 0.7073 -0.6 -0.7 0.1 0.32
N -0.2598 -0.9423 2.1231 -0.7 -2.5 -0.3 0.61
C -0.3607 -1.5307 3.4893 -0.2 1.0 0.3 -0.01
C -1.7363 -2.1075 3.7541 0.0 -0.2 -0.3 0.03
H 0.1050 1.8770 5.0604 -0.2 0.1 0.1 0.00
H -1.4223 2.6664 4.5236 0.6 0.0 0.1 0.00
H 0.1190 3.5137 4.3746 0.1 -0.4 -0.3 0.00
H -1.1834 1.2021 2.8515 0.2 0.0 0.0 0.00
H -0.3708 2.5611 2.0855 0.4 -0.7 0.8 0.01
H 1.7772 1.4968 2.5673 -1.1 -0.8 0.4 0.00
H -0.7515 -1.4933 1.3645 0.6 1.0 0.4 -0.03
H 0.4629 -2.2614 3.5969 -0.1 0.0 -0.2 0.06
H -0.1129 -0.7066 4.1768 0.0 -0.3 -0.1 0.03
H -1.8907 -3.0569 3.2256 -0.1 0.3 0.1 0.00
H -1.8309 -2.2957 4.8292 0.0 0.0 -0.2 0.00
H -2.4924 -1.3774 3.4544 -0.1 -0.2 0.1 0.00

***

[3]
19
Properties=species:S:1:pos:R:3:forces:R:3:mulliken_spin:R:1 method="wB97M-V/def2-TZVPD" energy_ha=-364.72616 largest_force_ev_per_a=2.0 homo_ev="-10.29 / -10.04" spin_multiplicity=2 de_lowest_kcal_mol=21.1 charge=0 orbital_gap_ev="11.2 / 7.2"
C -0.8638 -0.8090 -0.8400 -0.3 0.0 -0.3 -0.02
N 0.4177 -0.3665 -1.4176 1.1 0.0 1.6 0.11
C 1.5763 -1.1614 -0.8861 -1.1 0.4 -1.7 -0.02
O 1.7968 -0.9692 0.4312 -0.5 -1.2 -0.9 0.77
C -1.6805 0.4312 -0.4857 -0.3 0.5 0.5 0.01
C -1.5135 0.9919 0.9318 0.1 0.6 0.8 0.00
H -0.6538 -1.4334 0.0365 -0.3 0.0 0.0 0.00
H -1.4200 -1.4046 -1.5921 0.4 0.2 0.4 0.01
H 0.6441 0.5074 -0.9359 -0.4 0.4 -0.6 0.00
H 2.4066 -0.8667 -1.5490 0.3 -0.4 0.5 0.03
H 1.2701 -2.1944 -1.1200 0.6 -0.2 0.5 0.07
H -1.4121 1.1782 -1.2441 -0.1 0.1 0.2 0.00
H -2.7502 0.2921 -0.5807 -0.2 -0.4 -0.4 0.00
H -1.8851 0.3483 1.7392 0.4 -0.5 -0.4 0.00
H -2.1277 1.8840 1.1318 0.2 0.0 -0.7 0.00
H -0.4936 1.3074 1.1950 -0.1 -0.3 -0.2 0.00
H 1.7205 1.2432 2.0013 0.8 0.4 0.4 0.00
H 2.3381 0.1098 1.3225 1.3 1.1 1.0 0.00
O 2.6302 0.9115 1.8618 -1.7 -0.6 -0.7 0.05

***

[4]
73
Properties=species:S:1:pos:R:3:forces:R:3:mulliken_charge:R:1 method="wB97M-V/def2-TZVPD" energy_ha=-4827.47789 largest_force_ev_per_a=2.4 homo_ev=-0.82 de_lowest_kcal_mol=17.7 charge=-2 orbital_gap_ev=4.7
K 0.1212 0.7332 2.8273 0.0 0.2 -0.4 0.74
C -6.8132 0.7760 2.2909 1.3 0.4 1.1 -0.93
N -5.3838 0.4629 2.4930 -0.1 -2.0 -0.9 0.16
C -4.4250 1.1867 3.1488 0.4 0.0 -0.5 -0.62
C -3.2983 0.4487 3.1752 1.0 -0.3 1.4 -0.50
N -3.5740 -0.7972 2.6046 0.7 0.5 0.6 0.48
C -4.8416 -0.8230 2.2153 -1.8 1.6 0.3 0.18
S -5.7389 -2.0975 1.7028 -0.7 -1.1 -0.8 -0.53
C -2.6128 -1.8767 2.4791 -0.6 -0.2 0.0 -0.13
C -2.7780 -3.0780 3.1898 0.3 1.3 -0.5 -0.36
C -1.8180 -4.0445 2.9912 -0.1 -0.4 -0.5 -0.33
C -0.8636 -3.8220 2.0290 0.7 0.5 0.0 -1.04
C -0.7322 -2.5377 1.4941 1.2 -1.7 -0.9 -0.20
N -1.6127 -1.5938 1.6414 -1.4 0.9 1.4 -0.26
H -7.0534 1.2493 1.3477 0.3 0.0 -0.4 0.24
H -7.0799 1.4659 3.1003 -0.2 -0.2 -0.2 0.37
H -7.3393 -0.1592 2.3801 -0.3 -0.3 0.0 0.34
H -4.6136 2.1933 3.4312 0.1 0.5 0.3 0.50
H -2.4070 0.5431 3.8187 -0.6 0.2 -0.8 0.47
H -3.5839 -3.2488 3.8743 -0.3 0.3 0.2 0.49
H -1.8180 -4.9709 3.5454 -0.1 -0.1 0.0 0.40
H -0.1597 -4.5843 1.7407 0.3 0.0 0.2 0.43
H 0.1399 -2.3030 0.8882 -0.1 -0.1 -0.1 0.69
Cl -0.4223 2.1421 -1.9375 0.0 0.5 0.5 -0.02
C 0.0853 1.5160 -3.4462 0.3 -1.6 0.0 0.49
C -0.1027 2.2511 -4.5838 0.2 1.1 -0.5 -0.46
C 0.3329 1.7373 -5.8101 -0.3 -0.3 0.4 -0.52
C 0.7842 0.4171 -5.8854 0.1 0.2 -0.8 -0.62
C 0.9221 -0.3472 -4.7284 0.0 -0.1 -0.4 -0.03
C 0.6470 0.1913 -3.4983 -1.1 1.2 1.2 -0.52
P 0.8435 -0.6122 -1.8355 -1.0 -0.3 -0.4 0.16
C 2.4486 0.0845 -1.3971 0.2 -0.1 0.9 0.30
C 3.2094 0.8068 -2.2983 -0.3 -0.3 -0.5 0.00
C 4.4337 1.3616 -1.9595 -0.7 0.9 -1.0 -0.70
C 4.7769 1.3021 -0.6263 0.7 0.2 0.2 -0.48
C 4.0341 0.6045 0.3106 -0.6 -0.7 -0.1 -0.38
C 2.8679 -0.0592 -0.0598 0.2 0.6 -0.9 0.28
C 1.2547 -2.3229 -2.3441 0.3 0.4 0.1 0.24
C 2.5769 -2.6493 -2.6542 -1.0 -0.5 0.1 -0.12
C 2.8973 -3.9629 -2.8526 0.6 -1.1 0.1 -0.58
C 1.9490 -4.9967 -2.7730 0.9 0.8 -0.6 -0.56
C 0.6447 -4.6449 -2.5602 -0.8 0.1 0.0 -0.57
C 0.2879 -3.3206 -2.3041 -0.5 0.2 0.4 -0.31
H -0.5327 3.2818 -4.5245 0.4 -1.1 0.0 0.35
H 0.2409 2.4259 -6.6356 0.1 -0.4 -0.5 0.36
H 1.0397 -0.0802 -6.8390 -0.2 0.6 0.5 0.33
H 1.2521 -1.3776 -4.8180 0.1 0.1 0.1 0.39
H 2.7463 0.9322 -3.2701 0.6 0.1 -0.2 0.27
H 4.9345 1.9729 -2.7571 -0.1 -0.7 1.2 0.30
H 5.6287 1.8441 -0.2727 0.6 0.2 0.1 0.36
H 4.3478 0.5462 1.3372 0.1 0.1 0.3 0.46
H 2.2641 -0.5973 0.6647 0.1 0.0 0.0 -0.51
H 3.3319 -1.9014 -2.7044 0.4 0.5 0.0 0.46
H 3.9418 -4.1928 -3.0108 0.1 -0.2 -0.1 0.34
H 2.2539 -6.0208 -2.9503 -0.1 0.0 0.1 0.38
H -0.1276 -5.3908 -2.6180 -0.2 -0.3 0.3 0.39
H -0.7515 -3.0847 -1.9782 0.9 -0.1 -0.4 0.32
S 1.3360 -3.9280 4.4931 0.1 0.6 -0.1 -0.47
C 1.2540 -2.2341 4.1517 -0.1 -0.8 0.6 -0.17
S 0.2049 -1.2274 5.0770 -0.3 0.0 0.3 -0.52
S 2.2231 -1.5333 2.9277 0.3 0.0 -0.4 -0.33
N 0.2212 5.8186 0.4987 -0.5 -0.4 -1.8 -0.87
C 0.3479 4.8184 1.5493 0.3 -0.7 0.0 0.67
N 0.3669 5.4510 2.8634 -1.9 0.1 -0.3 -0.71
S -1.0107 3.5998 1.5391 -0.2 -0.3 -0.1 -0.44
H -0.1030 5.2912 -0.3702 0.7 0.8 1.5 0.29
H -0.6033 6.3326 0.7330 -0.6 0.6 0.3 0.28
H 1.2811 5.6339 3.1620 1.6 0.3 0.5 0.21
H -0.0731 4.7761 3.4748 0.0 0.2 0.2 0.25
C 1.6810 4.1562 1.2934 1.4 0.8 1.2 -1.36
H 1.8020 3.3102 1.9539 0.0 -0.6 -0.1 0.25
H 2.5349 4.8540 1.6035 -1.0 -0.5 -0.7 0.28
H 1.7820 3.9024 0.2609 0.2 -0.4 -0.6 0.24

***

[5]
45
Properties=species:S:1:pos:R:3:forces:R:3:nbo_charge:R:1 method="wB97M-V/def2-TZVPD" energy_ha=-1448.56425 largest_force_ev_per_a=1.7 homo_ev=-8.47 de_lowest_kcal_mol=62.8 charge=0 orbital_gap_ev=9.1
C 5.9418 2.1038 1.6910 0.0 0.0 0.0 -0.63
C 4.9538 1.4675 0.7609 0.0 -0.1 -0.1 0.02
C 5.0021 0.1124 0.4908 -0.1 -0.1 -0.1 -0.27
C 4.0806 -0.4811 -0.3695 0.1 0.2 0.0 0.30
C 3.1008 0.2936 -0.9721 0.0 -0.3 -0.1 -0.28
C 3.0499 1.6514 -0.6955 0.1 0.1 0.1 -0.18
C 3.9616 2.2365 0.1585 -0.1 0.0 -0.1 -0.25
H 3.9078 3.2951 0.3656 0.0 0.1 0.0 0.21
H 2.2796 2.2507 -1.1574 -0.1 0.0 0.0 0.21
H 2.3736 -0.1339 -1.6445 -0.1 0.0 -0.1 0.22
O 4.2409 -1.8341 -0.5498 0.1 0.2 0.2 -0.48
C 3.3183 -2.5199 -1.3501 0.0 -0.3 -0.1 -0.12
C 1.9210 -2.4549 -0.8330 -0.4 0.0 -0.5 0.42
N 0.8340 -2.4548 -1.5286 1.5 0.0 -0.8 -0.28
N -0.1988 -2.4052 -0.6636 -0.8 0.0 1.2 -0.35
C 0.3250 -2.3647 0.5246 -0.4 -0.2 -0.7 0.30
S -0.5143 -2.2864 2.0211 -0.3 -0.1 0.6 0.33
C -2.1315 -1.8609 1.3102 0.7 -0.1 0.0 -0.63
H -2.3948 -2.6495 0.6078 -0.2 0.1 0.1 0.26
H -2.8324 -1.8269 2.1434 0.0 -0.1 0.0 0.25
C -2.0159 -0.5006 0.6141 0.0 -0.2 0.1 0.69
O -1.0181 0.1803 0.7366 0.1 0.3 0.1 -0.63
N -3.0674 -0.1287 -0.1364 -0.2 0.2 -0.3 -0.44
C -4.3366 -0.8052 -0.2648 -0.3 -0.1 0.3 -0.21
H -4.3165 -1.7682 0.2407 0.0 0.0 -0.1 0.21
C -5.4542 0.0694 0.3115 0.0 -0.1 -0.3 -0.41
C -5.4735 1.4233 -0.3929 0.1 0.1 0.3 -0.40
C -4.1013 2.0816 -0.2778 -0.1 -0.1 -0.3 -0.41
C -3.0276 1.1459 -0.8288 0.2 0.4 0.1 -0.22
H -2.0313 1.5668 -0.6895 -0.1 -0.1 -0.1 0.25
H -3.1962 0.9669 -1.8965 0.0 0.0 0.0 0.19
H -4.0811 3.0218 -0.8297 0.0 0.1 0.0 0.21
H -3.8832 2.2964 0.7700 0.1 0.1 0.0 0.20
H -6.2381 2.0645 0.0483 -0.1 0.0 -0.1 0.21
H -5.7217 1.2800 -1.4471 -0.1 0.0 -0.1 0.20
H -6.4113 -0.4393 0.1892 0.0 0.0 0.0 0.21
H -5.2789 0.2163 1.3793 0.0 0.0 0.1 0.20
H -4.5260 -0.9795 -1.3311 0.0 -0.1 0.1 0.19
O 1.6699 -2.4076 0.4966 0.1 0.0 0.2 -0.40
H 3.6580 -3.5622 -1.3421 0.0 0.2 -0.1 0.22
H 3.3137 -2.1600 -2.3879 -0.1 -0.1 0.2 0.21
H 5.7525 -0.5181 0.9425 0.1 -0.1 0.1 0.22
H 6.6901 1.3858 2.0158 0.1 0.0 0.1 0.21
H 6.4440 2.9361 1.2000 0.1 0.1 0.0 0.22
H 5.4316 2.4956 2.5703 0.0 0.0 0.1 0.22